ORCA calculation (ωB97M-V/def2-TZVPD) on a 10-piece molecular cluster, C39H103NO25P6 overall in a non-equilibrium geometry.

Values from the calculation:
**HOMO level**: -9.50 eV
**Frontier orbital gap**: 9.60 eV
**Structure (SMILES)**: COP(=O)(OC)OC.COP(=O)(OC)OC.COP(=O)(OC)OC.COP(=O)(OC)OC.COP(=O)(OC)OC.COP(=O)(OC)OC.CNC(C)=O.CCCCCC.CCCCCC.CCCCCC
**Relative energy (zero: lowest compared OMol25 entry of this formula, charge and spin)**: 0.0 kcal/mol
**E_LUMO**: 0.10 eV
**Calculated total energy**: -150534.4080 eV
**F_max**: 0.065 hartree/bohr

CARTESIAN COORDINATES (ANGSTROEM)
C1 -7.007 1.565 6.921
O1 -6.293 0.959 7.981
P1 -4.815 0.257 7.690
O2 -4.800 -0.906 6.746
O3 -3.931 1.530 7.264
C2 -2.519 1.462 7.064
O4 -4.263 -0.055 9.198
C3 -4.461 -1.364 9.750
H1 -6.474 1.308 6.006
H2 -7.139 2.634 7.091
H3 -7.957 1.038 6.837
H4 -2.106 1.930 7.957
H5 -2.201 1.945 6.140
H6 -2.185 0.424 7.039
H7 -3.527 -1.911 9.878
H8 -5.086 -2.002 9.125
H9 -4.834 -1.198 10.761
C4 -4.041 10.534 -3.035
O5 -3.730 10.011 -4.308
P2 -3.359 8.389 -4.230
O6 -4.452 7.516 -3.706
O7 -1.993 8.338 -3.317
C5 -1.445 7.092 -2.990
O8 -2.876 8.009 -5.728
C6 -1.745 8.545 -6.364
H10 -3.173 10.867 -2.466
H11 -4.649 9.807 -2.496
H12 -4.641 11.427 -3.209
H13 -2.054 6.325 -3.469
H14 -1.401 6.857 -1.927
H15 -0.480 7.101 -3.496
H16 -1.464 9.568 -6.114
H17 -1.986 8.554 -7.427
H18 -0.897 7.902 -6.131
C7 -7.750 8.725 6.149
O9 -7.161 7.611 5.535
P3 -5.939 7.802 4.486
O10 -6.183 8.665 3.303
O11 -5.592 6.285 4.178
C8 -4.898 5.958 2.995
O12 -4.733 8.318 5.485
C9 -4.463 7.785 6.771
H19 -7.443 9.644 5.650
H20 -7.413 8.795 7.184
H21 -8.825 8.564 6.080
H22 -5.555 5.667 2.175
H23 -4.252 5.132 3.293
H24 -4.215 6.682 2.551
H25 -3.511 7.257 6.819
H26 -5.242 7.078 7.056
H27 -4.482 8.443 7.639
C10 2.433 -6.492 3.408
O13 3.076 -5.616 4.283
P4 3.175 -5.892 5.892
O14 3.106 -7.335 6.284
O15 4.486 -5.119 6.368
C11 4.700 -4.906 7.733
O16 1.939 -4.945 6.399
C12 0.684 -5.488 6.660
H28 1.858 -7.286 3.883
H29 3.179 -7.018 2.812
H30 1.784 -5.991 2.690
H31 4.117 -4.120 8.211
H32 5.754 -4.730 7.950
H33 4.430 -5.797 8.300
H34 0.610 -6.546 6.408
H35 0.047 -4.957 5.953
H36 0.390 -5.321 7.697
C13 2.380 -4.902 -6.269
O17 3.396 -4.468 -5.386
P5 3.355 -4.775 -3.784
O18 2.010 -4.679 -3.169
O19 4.137 -6.222 -3.660
C14 3.545 -7.404 -4.076
O20 4.414 -3.806 -3.144
C15 5.715 -3.770 -3.607
H37 1.997 -4.072 -6.864
H38 1.491 -5.314 -5.792
H39 2.707 -5.463 -7.144
H40 3.492 -8.112 -3.249
H41 4.243 -7.882 -4.764
H42 2.511 -7.360 -4.417
H43 6.417 -4.235 -2.916
H44 5.982 -2.713 -3.617
H45 5.875 -4.196 -4.598
C16 -6.531 -9.348 0.653
O21 -5.183 -9.755 0.938
P6 -3.925 -8.939 0.267
O22 -2.600 -9.592 0.407
O23 -4.376 -8.688 -1.264
C17 -3.544 -8.844 -2.354
O24 -3.970 -7.465 0.952
C18 -3.255 -6.328 0.502
H46 -7.047 -10.048 1.311
H47 -6.800 -9.637 -0.363
H48 -6.885 -8.341 0.872
H49 -3.989 -9.463 -3.134
H50 -2.531 -9.155 -2.101
H51 -3.479 -7.865 -2.828
H52 -3.945 -5.514 0.281
H53 -2.699 -6.480 -0.423
H54 -2.527 -6.048 1.264
C19 1.171 -1.073 1.736
N1 0.491 -0.963 0.439
C20 -0.328 0.088 0.163
C21 -1.266 -0.088 -1.002
O25 -0.419 1.125 0.865
H55 1.383 -0.075 2.118
H56 2.187 -1.466 1.693
H57 0.606 -1.704 2.422
H58 0.469 -1.758 -0.183
H59 -0.951 0.685 -1.703
H60 -2.267 0.184 -0.667
H61 -1.280 -1.118 -1.359
C22 5.130 5.649 0.758
C23 5.168 4.311 0.036
C24 4.284 4.309 -1.236
C25 4.395 3.043 -2.108
C26 3.822 3.306 -3.533
C27 4.061 2.264 -4.610
H62 5.812 5.719 1.605
H63 4.123 5.895 1.096
H64 5.388 6.453 0.068
H65 6.188 3.956 -0.107
H66 4.616 3.604 0.655
H67 4.548 5.269 -1.678
H68 3.229 4.353 -0.966
H69 5.462 2.886 -2.267
H70 4.000 2.148 -1.628
H71 2.736 3.390 -3.492
H72 4.226 4.276 -3.824
H73 3.465 1.405 -4.300
H74 3.891 2.506 -5.659
H75 5.109 1.993 -4.482
C28 -7.019 -1.481 -11.285
C29 -6.415 -1.815 -9.881
C30 -5.265 -0.751 -9.671
C31 -4.352 -1.040 -8.445
C32 -3.293 0.068 -8.051
C33 -2.592 0.778 -9.229
H76 -7.947 -2.038 -11.414
H77 -6.265 -1.702 -12.040
H78 -7.243 -0.414 -11.260
H79 -7.136 -1.645 -9.082
H80 -6.000 -2.823 -9.860
H81 -5.737 0.231 -9.646
H82 -4.602 -0.775 -10.537
H83 -4.958 -1.233 -7.559
H84 -3.792 -1.957 -8.627
H85 -3.786 0.783 -7.392
H86 -2.524 -0.324 -7.386
H87 -2.428 0.130 -10.090
H88 -3.150 1.627 -9.624
H89 -1.673 1.267 -8.904
C34 12.041 -0.531 0.761
C35 10.990 -0.277 1.850
C36 9.885 -1.293 1.749
C37 9.080 -1.359 3.046
C38 8.229 -0.053 3.339
C39 7.416 -0.232 4.588
H90 12.420 -1.547 0.644
H91 12.935 0.049 0.991
H92 11.640 -0.292 -0.224
H93 11.502 -0.319 2.811
H94 10.545 0.715 1.772
H95 10.251 -2.262 1.411
H96 9.248 -0.912 0.950
H97 8.416 -2.223 3.010
H98 9.708 -1.603 3.903
H99 8.777 0.871 3.518
H100 7.660 0.147 2.431
H101 6.895 0.708 4.771
H102 6.598 -0.947 4.505
H103 7.978 -0.529 5.474



ORCA calculation (ωB97M-V/def2-TZVPD) on C6H14NO4PTl as an isolated structure in a non-equilibrium geometry.

Values from the calculation:
**HOMO level**: -19.71 eV
**Frontier orbital gap**: 2.92 eV
**Relative energy (zero: lowest compared OMol25 entry of this formula, charge and spin)**: 0.0 kcal/mol
**E_LUMO**: -16.79 eV
**Calculated total energy**: -30075.8627 eV
**Charge**: +3
**F_max**: 0.115 hartree/bohr

CARTESIAN COORDINATES (ANGSTROEM)
C1 4.761 -0.753 0.507
P1 3.043 -0.110 0.318
C2 3.195 1.675 -0.259
O1 2.175 -0.977 -0.729
C3 0.853 -0.398 -1.042
O2 0.774 0.096 -2.088
O3 -0.148 -0.483 -0.135
C4 -1.395 -0.957 -0.782
C5 -2.585 -0.900 0.284
O4 -3.336 -2.105 0.223
C6 -3.626 0.259 0.040
N1 -3.243 1.629 0.550
H1 5.067 -0.551 1.578
H2 5.443 -0.134 -0.160
H3 4.889 -1.836 0.260
H4 4.038 2.201 0.277
H5 2.249 2.244 -0.071
H6 3.480 1.665 -1.357
H7 -1.636 -0.430 -1.733
H8 -1.265 -2.046 -1.026
H9 -2.105 -0.870 1.309
H10 -2.777 -2.840 0.536
H11 -3.872 0.293 -1.045
H12 -4.572 -0.028 0.570
H13 -3.823 2.279 -0.001
H14 -3.656 1.719 1.503
Tl1 -1.926 1.358 2.474



ORCA calculation (ωB97M-V/def2-TZVPD) on a 3-piece molecular cluster, C7H15NO2S overall in a non-equilibrium geometry.

Values from the calculation:
**HOMO level**: -7.93 eV
**Frontier orbital gap**: 8.36 eV
**Relative energy (zero: lowest compared OMol25 entry of this formula, charge and spin)**: 77.5 kcal/mol
**E_LUMO**: 0.43 eV
**Calculated total energy**: -23918.6888 eV
**F_max**: 0.070 hartree/bohr

CARTESIAN COORDINATES (ANGSTROEM)
C1 -6.179 -3.523 5.164
C2 -5.554 -5.156 2.878
C3 -2.819 -7.737 5.615
C4 6.507 4.482 -4.183
C5 4.108 4.551 -3.498
C6 5.287 6.702 -3.981
C7 5.323 5.408 -3.979
N1 -6.270 -6.638 4.566
O1 -3.298 -8.172 6.543
O2 -2.290 -7.249 4.740
S1 -6.753 -4.829 4.289
H1 -5.104 -3.237 5.417
H2 -6.849 -3.262 5.904
H3 -5.579 -4.332 2.258
H4 -4.529 -5.340 3.230
H5 6.146 3.461 -4.097
H6 7.120 4.512 -5.056
H7 7.176 4.558 -3.326
H8 4.460 3.588 -3.284
H9 3.290 4.461 -4.300
H10 3.632 4.953 -2.567
H11 6.176 7.231 -4.227
H12 -6.111 -5.844 2.391
H13 4.346 7.209 -3.626
H14 -5.275 -6.584 4.586
H15 -6.680 -7.174 5.314



- Which value of HOMO level does entry 2 give?
  -19.71 eV